Computed, not measured: 3 unconnected molecules or ions with the total composition C17H41BO16P3 in a non-equilibrium geometry, with ωB97M-V/def2-TZVPD.

- HOMO energy: -4.248 eV
- Total charge: -1
- Gap between HOMO and LUMO: 4.474 eV

The geometry in XYZ format:
```
78
Properties=species:S:1:pos:R:3:lowdin_charge:R:1
C -3.00176 4.16326 -2.02472 -0.08
H 4.07440 8.06376 7.20473 0.08
B -3.34670 2.06584 -2.81528 -0.57
H 1.44213 1.71243 1.30048 0.08
H 0.83344 -6.19563 -2.83384 0.08
O 0.45409 7.64686 5.59949 -0.27
C -3.41001 0.84586 -1.77517 -0.37
C 1.38837 -2.25745 -2.79553 0.00
H -2.48259 4.73154 -2.81599 0.09
O -0.09042 5.40316 6.32985 -0.24
H 3.94898 -8.18626 -0.74226 0.09
C 3.52340 -8.91503 -1.43150 -0.13
H 2.37610 -5.32083 -2.86957 0.07
O 2.17476 -6.89379 -4.25258 -0.25
C -3.81731 1.25578 -0.32503 -0.07
H -3.00319 -0.82306 -3.98789 0.01
P 1.21248 6.39641 5.97094 0.59
O -1.27676 3.33090 2.21565 0.12
C -0.28783 1.21517 2.48808 -0.14
O 2.75937 7.03672 6.01123 -0.24
C -1.07972 2.26864 1.71765 -0.52
O 0.37348 -4.07382 -1.66963 0.09
O -2.21885 0.09995 -1.95139 -0.27
H -1.48738 4.98008 7.77128 0.08
P -2.52825 -1.43419 -2.76584 0.54
H -2.35375 0.04638 0.82259 0.11
C -4.57933 -0.10659 -2.30957 -0.25
H -1.70561 6.53680 6.94903 0.09
C 0.73574 5.43574 3.58725 -0.09
H -0.42264 6.34029 8.16953 0.08
H 6.21346 -7.27428 -5.12855 0.08
H 1.34302 5.35427 2.68684 0.09
H 2.66410 8.99775 6.66618 0.09
C -0.97070 5.84934 7.36646 -0.12
C -1.73706 -2.25797 -1.20413 -0.26
H -4.68438 0.65714 -0.00776 0.12
H 5.63290 -8.93440 -4.83748 0.07
O -1.59285 1.99397 0.47792 -0.01
H -1.96974 -3.33671 -1.18772 0.08
H -2.25312 -1.82567 -0.33022 0.06
H -5.57254 -0.01316 -1.83299 0.12
H 0.09925 4.55765 3.65871 0.06
H 2.88681 -9.60130 -0.87396 0.08
C -2.71525 1.07668 0.70937 -0.15
O -2.57694 1.91130 -3.97078 0.14
O 4.46589 -6.68962 -3.02167 -0.27
H 1.58313 2.23229 3.04848 0.07
H 1.61157 -1.20636 -2.58555 0.08
H -3.14337 1.36994 1.69046 0.13
H 4.32307 -9.48207 -1.90671 0.07
O 1.61817 5.48667 4.71384 -0.26
H -3.46197 4.85375 -1.30301 0.09
C 3.00151 8.02366 7.01968 -0.13
H 5.64039 -8.27195 -6.48064 0.08
C 0.43579 -2.88845 -1.76980 -0.56
P 3.50907 -7.61206 -3.73742 0.59
H 0.11568 6.32854 3.50956 0.09
C 1.25342 1.45452 2.34867 -0.07
H -1.69432 2.28183 -3.84479 0.11
O 2.71416 -8.24157 -2.39948 -0.24
H 2.49448 7.77476 7.95175 0.08
H 1.19463 -5.09092 -4.16388 0.09
H -4.14173 2.30839 -0.32399 0.12
H -0.55484 1.27920 3.55155 0.12
H 0.86035 -2.31652 -3.75760 0.07
O -4.16926 -1.44527 -2.12565 -0.31
O 4.16339 -7.51150 -5.27786 -0.24
H -2.26254 3.56368 -1.45787 0.09
H -0.54658 0.20531 2.14263 0.11
H 2.29474 -2.87522 -2.84490 0.07
C 1.62268 -5.81736 -3.47656 -0.10
O -0.30976 -2.01820 -1.06111 -0.07
H -4.79276 0.20931 -3.35623 0.10
H -1.23300 -1.42769 -3.43816 -0.01
C 5.48811 -8.03030 -5.42903 -0.13
O -3.99070 3.30620 -2.61755 -0.01
H 1.75408 0.52107 2.63992 0.07
H -2.81508 -2.79761 -3.20094 -0.01
```

***

Computed, not measured: a molecular structure, C17H41N5OPtSb in a non-equilibrium geometry, with ωB97M-V/def2-TZVPD.

- HOMO energy (spin up / spin down): -16.666 / -16.593 eV
- Total charge: +3
- Gap between HOMO and LUMO (spin up / spin down): 5.305 / 5.229 eV
- Energy relative to the best compared isomer or geometry (same formula, charge and spin): 2.515 eV

The geometry in XYZ format:
```
66
Properties=species:S:1:pos:R:3:lowdin_charge:R:1
H -0.07606 -2.43424 -0.13113 0.06
H -1.17013 -2.18386 -4.25289 0.09
C 0.51302 -0.32286 -5.32513 -0.07
H 3.27117 -4.41727 2.16050 0.12
H -2.00960 2.26426 2.81801 0.10
C -1.73922 1.23042 2.60330 -0.13
C -4.09597 1.09391 -3.21387 -0.09
H 3.57085 -2.22555 1.39802 0.15
C 1.70904 2.13277 -2.54507 -0.12
H 0.13804 2.65244 -0.28087 0.02
H -3.24320 3.06695 -1.56486 0.09
N 0.64442 -1.78885 0.15831 -0.05
H -2.58874 0.59212 2.84763 0.10
H -3.73732 1.96482 -3.76324 0.09
H -1.15771 1.79452 -5.83626 0.09
C -0.16584 3.43477 -3.65467 -0.09
C -0.96147 -0.24412 -5.16729 -0.40
H 0.69407 -0.79125 -6.30679 0.14
H -3.48151 -1.24656 -1.82859 0.08
O -1.43241 1.12472 1.21433 -0.52
H 4.94890 -0.51713 1.54233 0.14
H 3.78654 -4.05282 0.48067 0.10
H -4.05350 0.20078 -3.83619 0.07
H -0.89775 0.96128 3.24450 0.08
C 1.68370 -2.40626 0.67899 -0.39
H -0.32896 -3.96832 1.30419 0.10
C -0.02235 3.30104 -1.13914 -0.13
H 0.99163 0.65384 -5.36131 0.09
C 0.26283 2.59626 -2.46151 -0.73
H -3.04148 -0.47191 -0.27935 0.05
C 2.98469 -4.44366 1.10682 0.01
H -1.03439 3.70094 -1.09167 0.08
H 0.65162 -5.41524 1.42577 0.11
C 0.49522 -4.51244 0.84326 0.00
H 2.24206 1.44898 0.72023 0.10
H -2.71360 0.92871 -5.62093 0.09
Pt -0.05050 0.08565 0.50630 1.16
C -3.44551 2.15072 -1.01124 -0.11
C -3.64570 -0.38339 -1.18140 -0.12
N 4.17712 0.09652 1.33507 0.23
H -1.71289 -2.03660 -5.91457 0.14
H -2.72189 -1.38324 -4.64521 0.08
H -1.24035 3.63157 -3.67184 0.09
H 2.35470 3.01699 -2.51194 0.11
C -1.68435 -1.51979 -4.94142 -0.07
H 0.33462 4.40648 -3.58611 0.12
H 1.93081 1.61136 -3.47643 0.07
N 1.72581 -3.71764 0.87010 -0.11
H -2.79256 2.06653 -0.15094 0.05
N 1.99239 0.47036 0.65611 -0.01
Sb -0.99548 0.70466 -2.44314 1.64
H 0.99104 -0.96257 -4.58957 0.09
C -1.66370 0.83201 -5.88846 -0.02
H 0.14014 2.98703 -4.60118 0.07
H -5.15881 1.27746 -3.00633 0.13
H -1.64616 0.54117 -6.95271 0.15
C -3.41705 0.92611 -1.88632 -0.59
C 2.96454 -0.33624 0.99401 -0.44
H 2.83903 -5.48166 0.82480 0.11
H 0.66737 4.14792 -1.04511 0.11
H -4.46755 2.24177 -0.61497 0.12
N 2.80740 -1.69434 1.00877 0.19
H -4.69693 -0.42227 -0.86798 0.12
H 1.97352 1.48486 -1.70848 0.04
H 4.38386 1.08318 1.35002 0.14
H 0.21643 -4.80551 -0.17142 0.11
```

***

Table of E_tot (hartree), in record order: -2925.1103 -1379.8450